Entry 1:
87
Properties=species:S:1:pos:R:3:lowdin_charge:R:1 method="wB97M-V/def2-TZVPD" orbital_gap_ev=6.955 largest_force_ev_per_a=5.35 total_energy_ev=-58183.3229 charge=+1 lumo_energy_ha=-0.1195
C -5.9346 -7.7889 4.8862 -0.1491
C -6.2470 -6.1982 4.4945 -0.2590
C -5.3345 -5.9054 3.1340 -0.2432
C -5.5498 -4.3166 2.7657 -0.2244
C -4.0918 -3.7047 2.3127 -0.2353
C -3.9125 -2.0865 2.6918 -0.2078
C -2.4291 -1.6263 2.1570 -0.2317
C -1.5310 -0.8140 3.3005 -0.1908
C 0.0372 -0.8240 2.7173 -0.1884
C 0.2710 0.6393 1.9339 -0.1744
C 1.7610 0.7490 1.3108 -0.1804
N 2.0248 0.7121 -0.1636 -0.1815
C 1.2842 -0.4838 -0.6330 -0.1406
C -0.2396 -0.5030 -1.1567 -0.2255
N -0.4936 -1.7111 -2.0916 -0.0200
C 3.4828 0.1533 -0.1862 -0.0879
C 4.1144 -0.0079 -1.6942 -0.1456
O 3.3300 0.5115 -2.7828 -0.1568
C 2.2990 1.4806 -2.5286 -0.2216
C 2.5034 2.5878 -3.7043 -0.1780
C 1.9232 2.2184 -5.1974 -0.7929
C 2.9732 1.1244 -5.9091 -0.1839
I -0.0596 1.5337 -5.5179 0.8569
C 2.1073 1.9893 -0.9449 -0.2299
C 0.6447 2.7563 -0.6817 -0.2467
C 0.5895 3.7988 0.5835 -0.1331
C 0.0232 3.6214 -1.9191 -0.2327
C -1.5036 4.1807 -1.7066 -0.1221
C 3.2083 3.1295 -0.7368 -0.5078
I 3.9624 3.7206 1.2987 0.8465
C 4.6961 3.1517 -1.4156 -0.7475
C 5.0076 4.7158 -1.9324 -0.1804
I 6.3700 2.7629 0.0127 0.7032
H -5.6036 -8.2986 3.8631 0.0764
H -4.9799 -7.8138 5.5843 0.0799
H -6.8754 -8.2910 5.3709 0.0742
H -7.3685 -6.0218 4.1668 0.1137
H -5.9931 -5.4592 5.3725 0.1068
H -5.6935 -6.5306 2.2095 0.1148
H -4.2087 -6.1941 3.3417 0.1097
H -5.8888 -3.7475 3.7438 0.1069
H -6.3775 -4.1745 1.9439 0.1196
H -3.9376 -3.8866 1.1444 0.1246
H -3.2264 -4.2980 2.8690 0.1083
H -4.0981 -1.9308 3.8362 0.1151
H -4.7149 -1.5357 2.0015 0.1215
H -1.8961 -2.6050 1.7654 0.1056
H -2.5874 -0.8343 1.2789 0.1048
H -1.5992 -1.3834 4.3476 0.1243
H -1.9502 0.2866 3.4354 0.1217
H 0.8064 -0.8283 3.5987 0.1188
H 0.0908 -1.7427 2.0002 0.0943
H -0.6478 0.7671 1.2521 0.0913
H 0.1082 1.4277 2.8203 0.1404
H 2.2277 1.6248 1.9221 0.0634
H 2.3197 -0.1883 1.8147 0.1562
H 1.3074 -1.2832 0.2620 0.1544
H 1.8006 -1.1454 -1.4880 0.1605
H -0.5700 0.4260 -1.8307 0.1220
H -1.0783 -0.6507 -0.3192 0.1115
H 0.1881 -1.7092 -2.8824 0.0683
H -0.2070 -2.5301 -1.4749 0.0854
H 3.5030 -0.9727 0.2207 0.1647
H 4.1417 0.7553 0.5688 0.0907
H 4.3057 -1.1625 -1.9450 0.1585
H 5.2224 0.4342 -1.6238 0.1027
H 1.2568 1.0043 -2.8670 0.1093
H 3.6720 2.6026 -3.9755 0.1198
H 2.3208 3.7185 -3.3827 0.1167
H 2.0923 3.2121 -5.8411 0.1084
H 3.0163 0.1019 -5.3418 0.0838
H 4.0017 1.6736 -6.0180 0.0910
H 2.5411 0.9352 -6.9892 0.0734
H -0.2322 2.0333 -0.4172 0.1128
H 1.1564 4.7798 0.2888 0.0779
H -0.5282 4.1292 0.8439 0.1082
H 0.9755 3.3710 1.6085 0.0396
H -0.1027 2.8404 -2.8137 0.0538
H 0.6897 4.5422 -2.1981 0.1187
H -1.4074 5.1877 -1.0725 0.0892
H -1.8761 4.5422 -2.7809 0.1007
H -2.2406 3.4359 -1.1860 0.0919
H 2.7069 4.1632 -1.1238 0.1089
H 4.9431 2.4846 -2.2988 0.0549
H 4.6041 4.7553 -3.0534 0.0909
H 6.1677 4.9142 -1.9682 0.0717
H 4.4368 5.5022 -1.2805 0.0801

=====

Entry 2:
108
Properties=species:S:1:pos:R:3:lowdin_charge:R:1 method="wB97M-V/def2-TZVPD" orbital_gap_ev=11.046 largest_force_ev_per_a=2.08 relative_energy_kcal_mol=42.27 total_energy_ev=-84155.6146 lumo_energy_ha=0.0164 smiles="COC(=O)OC.COC(=O)OC.COC(=O)OC.COC(=O)OC.COC(=O)OC.COC(=O)OC.COC(=O)OC.COC(=O)OC.COC(=O)OC"
C 11.0710 5.0568 23.7895 -0.0283
O 9.7493 5.3666 23.3476 -0.0079
C 8.8598 5.8180 24.2164 -0.6151
O 9.0732 6.1383 25.3598 0.1249
O 7.6675 5.8538 23.6159 0.0083
C 6.5416 6.0858 24.4461 -0.0228
H 11.5253 4.7991 22.8285 0.0965
H 11.0995 4.2145 24.4746 0.0998
H 11.6285 5.9295 24.1285 0.0981
H 5.6391 5.6236 24.0551 0.0901
H 6.2761 7.1195 24.6592 0.0811
H 6.7865 5.6052 25.3958 0.0787
C 8.5662 9.8874 27.0969 -0.0616
O 9.3766 9.6729 28.2274 0.0244
C 10.6809 9.5987 27.9862 -0.6198
O 11.2042 9.8953 26.9427 0.1203
O 11.2873 9.1141 29.0439 0.0322
C 12.6825 8.9678 29.0513 -0.0545
H 8.7130 9.2127 26.2442 0.0926
H 8.7961 10.8370 26.6058 0.1014
H 7.5276 9.7764 27.3901 0.0825
H 12.9998 7.9495 29.2625 0.0934
H 13.1717 9.5770 29.8150 0.0925
H 13.1704 9.3033 28.1361 0.0917
C 3.4651 8.3145 21.3057 -0.0563
O 4.0619 7.1132 21.7601 0.0114
C 3.3692 6.0082 21.5267 -0.6158
O 2.3726 5.9369 20.8623 0.1346
O 3.9268 5.0229 22.2237 -0.0092
C 3.3493 3.7278 22.1431 -0.0376
H 3.2646 8.3427 20.2320 0.0991
H 4.0999 9.1814 21.4607 0.0697
H 2.5083 8.5240 21.7824 0.0906
H 3.8482 2.9952 21.5113 0.0948
H 2.2893 3.8339 21.9197 0.0933
H 3.4283 3.3189 23.1528 0.0915
C 0.0676 8.9697 25.0708 -0.0479
O -0.8783 9.7346 24.3430 0.0032
C -0.9677 9.4940 23.0284 -0.6274
O -0.2510 8.7947 22.3779 0.1388
O -1.9246 10.2588 22.5335 -0.0002
C -2.1751 10.1522 21.1289 -0.0249
H 0.0119 9.4896 26.0286 0.0913
H 1.1108 9.0489 24.7582 0.0812
H -0.1718 7.9145 25.1886 0.1018
H -1.3045 10.5070 20.5778 0.0993
H -3.0436 10.7821 20.9707 0.0944
H -2.3509 9.1068 20.8791 0.0988
C 0.7400 13.0140 27.0543 -0.0302
O 0.7700 14.1648 27.8991 0.0076
C 1.8283 14.2420 28.7207 -0.6295
O 2.6414 13.3703 28.8600 0.1138
O 1.8129 15.4114 29.3071 0.0269
C 2.9952 15.8022 29.9959 -0.0319
H 1.2153 13.3351 26.1238 0.0790
H -0.3037 12.7685 26.8911 0.0986
H 1.3327 12.1713 27.4040 0.0808
H 3.5726 14.9780 30.4068 0.0932
H 2.7323 16.4722 30.8099 0.0937
H 3.6396 16.3593 29.3159 0.0984
C 3.3452 14.1958 24.2340 -0.0474
O 4.5262 13.9403 23.4899 0.0111
C 4.3889 13.7499 22.1820 -0.6320
O 3.3588 13.8162 21.5568 0.1287
O 5.5586 13.4880 21.6605 0.0161
C 5.6508 13.0134 20.3423 -0.0522
H 3.6493 14.1277 25.2743 0.0932
H 2.4743 13.5720 24.0293 0.0888
H 3.0217 15.2093 23.9804 0.1033
H 5.2160 12.0185 20.2415 0.0929
H 6.6732 12.8779 19.9924 0.0946
H 5.1993 13.6852 19.6140 0.0987
C 7.0231 9.9161 22.8857 -0.0066
O 6.6019 10.2124 24.2205 0.0084
C 5.4503 9.7170 24.6260 -0.6332
O 4.6762 9.0622 23.9539 0.1070
O 5.2380 10.0575 25.8714 0.0068
C 3.9587 9.9297 26.4733 -0.0100
H 7.0318 8.8335 22.7409 0.0908
H 8.0561 10.2456 22.8216 0.1010
H 6.3171 10.4140 22.2239 0.0913
H 3.9262 9.0237 27.0721 0.0959
H 3.1769 9.7958 25.7213 0.0751
H 3.7220 10.8655 26.9689 0.0926
C 10.2365 7.1744 16.0813 -0.0431
O 10.4791 7.3963 17.4603 -0.0179
C 9.4588 7.6095 18.3070 -0.6283
O 8.3025 7.6508 17.9861 0.1340
O 9.9837 7.7359 19.5013 0.0175
C 9.1001 7.8632 20.6134 -0.0310
H 9.5662 6.3166 15.9805 0.0983
H 11.1784 6.8307 15.6583 0.0918
H 9.8726 8.0928 15.6255 0.0990
H 8.4032 7.0352 20.7184 0.1037
H 8.5151 8.7751 20.4736 0.0881
H 9.7008 8.0151 21.5041 0.0949
C 8.0892 4.0823 31.6430 -0.0445
O 8.1809 5.0507 30.6144 0.0254
C 7.0600 5.4212 30.0392 -0.6297
O 5.9844 4.8819 30.1346 0.1244
O 7.2869 6.4523 29.2402 0.0263
C 6.4065 6.6263 28.1594 -0.0545
H 7.5984 4.4562 32.5424 0.1000
H 9.1043 3.7556 31.8451 0.0942
H 7.4954 3.2100 31.3624 0.0947
H 6.7157 7.3641 27.4242 0.0794
H 5.4246 7.0025 28.4691 0.0934
H 6.1736 5.6767 27.6778 0.0954